Entry from OMol25: 7 unconnected molecules or ions with the total composition C27H23Cl9N4O8 (ωB97M-V/def2-TZVPD).

Last column: Löwdin charge in e.
Cartesian coordinates (Å):
O  3.253  -2.301  7.690  0.096
N  2.327  -3.054  7.644  -0.364
O  1.667  -3.418  8.605  0.078
C  1.978  -3.494  6.289  -0.141
C  2.436  -2.826  5.122  -0.007
C  2.173  -3.318  3.880  -0.088
C  1.295  -4.394  3.689  -0.055
C  0.761  -5.002  4.827  -0.055
C  1.116  -4.538  6.104  -0.016
H  2.969  -1.860  5.319  0.136
H  2.536  -2.762  3.018  0.073
H  1.022  -4.680  2.684  0.103
H  0.169  -5.902  4.807  0.102
H  0.791  -5.065  6.969  0.109
O  -1.171  4.960  -5.449  0.064
N  -0.941  3.781  -5.702  -0.336
O  -0.319  3.415  -6.670  0.084
C  -1.367  2.752  -4.676  -0.145
C  -1.364  1.415  -4.973  0.000
C  -1.851  0.407  -4.062  -0.049
C  -2.481  0.895  -2.894  -0.100
C  -2.587  2.266  -2.705  -0.117
C  -2.022  3.198  -3.551  -0.023
H  -0.928  1.179  -5.938  0.114
H  -1.755  -0.667  -4.205  0.092
H  -2.847  0.231  -2.099  0.082
H  -3.147  2.606  -1.878  0.079
H  -2.081  4.268  -3.438  0.120
O  -4.556  -1.726  -1.059  0.029
N  -4.997  -1.508  -2.171  -0.329
O  -5.792  -0.602  -2.329  0.089
C  -4.333  -2.215  -3.336  -0.149
C  -5.030  -2.446  -4.476  -0.001
C  -4.522  -3.280  -5.512  -0.050
C  -3.319  -3.896  -5.299  -0.069
C  -2.648  -3.724  -4.072  -0.054
C  -3.200  -2.985  -3.036  -0.011
H  -5.881  -1.820  -4.729  0.125
H  -5.037  -3.427  -6.426  0.099
H  -2.897  -4.517  -6.103  0.119
H  -1.752  -4.266  -3.965  0.094
H  -2.707  -2.769  -2.087  0.092
O  6.921  3.155  4.226  0.092
N  6.069  2.537  3.642  -0.333
O  5.518  1.498  4.051  0.046
C  5.591  3.084  2.318  -0.126
C  4.506  2.435  1.712  -0.006
C  3.994  2.979  0.531  -0.081
C  4.600  4.043  -0.099  -0.076
C  5.670  4.639  0.530  -0.073
C  6.222  4.167  1.725  0.002
H  4.109  1.682  2.322  0.086
H  3.187  2.378  0.180  0.078
H  4.123  4.388  -1.027  0.122
H  6.135  5.430  -0.058  0.110
H  7.075  4.582  2.257  0.120
Cl  -5.396  0.772  1.599  0.566
C  -3.827  0.040  1.645  -1.444
Cl  -3.301  -0.281  3.358  0.508
Cl  -2.699  1.201  0.785  0.513
H  -3.909  -0.801  0.995  -0.033
Cl  -0.676  -2.028  0.072  0.584
C  0.480  -0.760  -0.067  -1.587
Cl  0.698  -0.211  -1.771  0.524
Cl  2.037  -1.066  0.669  0.558
H  0.130  0.076  0.562  -0.065
Cl  0.743  2.248  2.217  0.578
C  -0.150  3.384  1.232  -1.556
Cl  -0.158  2.932  -0.450  0.559
Cl  0.508  5.057  1.390  0.508
H  -1.162  3.528  1.645  0.003

Forces on atoms 1 to 2 (eV/Å):
O 1.302 0.967 0.444
N -0.983 -0.158 -0.231

Properties
- energy relative to the best compared isomer or geometry (same formula, charge and spin) (kcal per mole) = 15.6
- net charge = 0
- SMILES = O=[N+]([O-])c1ccccc1.O=[N+]([O-])c1ccccc1.O=[N+]([O-])c1ccccc1.O=[N+]([O-])c1ccccc1.ClC(Cl)Cl.ClC(Cl)Cl.ClC(Cl)Cl
- largest force on an atom (eV/Å) = 3.2

Entry from OMol25: 3 unconnected molecules or ions with the total composition C12H22BrN4 (ωB97M-V/def2-TZVPD).

Last column: Löwdin charge in e.
Cartesian coordinates (Å):
C  -4.857  0.028  1.575  -0.056
C  -4.204  1.409  1.865  -0.127
N  -5.073  2.534  1.417  -0.045
C  -5.381  2.742  0.106  0.021
C  -6.197  3.891  0.048  0.041
N  -6.322  4.367  1.351  -0.116
C  -5.585  3.540  2.138  0.006
C  -7.135  5.423  1.763  -0.018
H  -5.504  0.019  0.698  0.079
H  -5.465  -0.278  2.425  0.073
H  -4.112  -0.758  1.452  0.088
H  -3.310  1.391  1.242  0.128
H  -3.896  1.449  2.910  0.127
H  -4.968  2.117  -0.671  0.151
H  -6.549  4.513  -0.762  0.138
H  -5.549  3.673  3.209  0.167
H  -7.488  5.294  2.786  0.113
H  -7.917  5.611  1.027  0.113
H  -6.572  6.355  1.719  0.110
C  3.101  -3.580  -1.893  -0.054
C  3.653  -2.318  -1.170  -0.149
N  5.086  -2.333  -0.946  -0.057
C  5.794  -1.480  -0.145  -0.015
C  7.186  -1.644  -0.305  0.025
N  7.331  -2.762  -1.136  -0.116
C  6.053  -3.165  -1.607  0.102
C  8.560  -3.397  -1.444  -0.019
H  3.310  -4.550  -1.443  0.081
H  3.411  -3.682  -2.933  0.079
H  2.020  -3.445  -1.920  0.092
H  3.193  -2.152  -0.196  0.134
H  3.536  -1.427  -1.786  0.141
H  5.320  -0.705  0.439  0.138
H  8.017  -1.118  0.140  0.135
H  5.865  -3.945  -2.329  0.150
H  8.788  -4.053  -0.603  0.107
H  9.421  -2.735  -1.538  0.116
H  8.382  -4.226  -2.129  0.108
Br  -1.943  -0.604  -3.355  -0.990

Forces on atoms 1 to 2 (eV/Å):
C -0.482 0.190 0.761
C 0.021 -1.505 -1.012

Properties
- energy relative to the best compared isomer or geometry (same formula, charge and spin) (kcal per mole) = 70.5
- net charge = +1
- largest force on an atom (eV/Å) = 5.7

Entry from OMol25: a molecular structure, C16H12F5PbS3 (ωB97M-V/def2-TZVPD).

Last column: Löwdin charge in e.
Cartesian coordinates (Å):
Pb  9.577  9.268  4.829  0.890
C  6.948  12.101  7.199  -0.091
C  6.509  11.006  6.441  -0.092
C  6.665  10.996  5.023  -0.167
C  7.250  12.111  4.437  -0.144
C  7.707  13.244  5.172  -0.082
C  7.526  13.228  6.567  -0.093
H  6.721  12.154  8.254  0.093
H  6.149  10.135  6.942  0.090
H  6.454  10.114  4.408  0.099
H  7.336  12.170  3.334  0.109
H  8.197  14.040  4.655  0.086
H  7.755  14.112  7.182  0.099
C  7.885  6.089  7.233  -0.175
C  8.804  6.702  6.177  -0.930
S  10.236  7.355  6.759  0.486
C  8.246  6.597  4.819  -0.966
C  6.804  6.171  4.802  -0.193
S  9.022  6.927  3.367  0.420
H  8.501  5.894  8.093  0.038
H  7.346  5.221  6.815  0.053
H  7.113  6.773  7.545  0.059
H  6.695  5.107  5.129  0.076
H  6.427  6.242  3.803  0.037
H  6.167  6.805  5.405  0.062
F  16.177  9.591  7.765  0.076
C  15.236  9.572  6.774  -0.135
C  13.891  9.633  7.117  -0.135
F  13.528  9.710  8.417  0.099
C  12.946  9.654  6.112  -0.246
F  11.662  10.004  6.379  -0.096
C  13.278  9.473  4.762  -0.573
S  12.080  9.131  3.544  0.495
C  14.638  9.465  4.502  -0.237
F  14.987  9.268  3.193  0.035
C  15.627  9.593  5.451  -0.107
F  16.952  9.846  5.092  0.060

Forces on atoms 1 to 2 (eV/Å):
Pb 0.891 -1.907 -0.281
C -0.434 0.463 -1.243

Properties
- energy relative to the best compared isomer or geometry (same formula, charge and spin) (kcal per mole) = 19.1
- net charge = -1
- largest force on an atom (eV/Å) = 5.9

What did we get for highest occupied orbital energy? Answer: -10.025; -7.235; -3.032 eV, in the order shown.